No. 1
Computed, not measured: a single C5H6O2 molecule, with ωB97M-V with the def2-TZVPD basis set.

The structure (SMILES) is O=C1CC2(CO2)C1. The total energy comes out at -344.50782 hartree. Its LUMO energy is 0.030 Eh. The calculation puts the energy above the lowest of the compared OMol25 structures with the same formula, charge and spin at 247.0 kJ/mol. The charge is 0.

Last column: Mulliken charge in e.
Geometry (Å):
O: -2.837 -0.582 0.075  -0.554
C: -1.670 -0.304 0.036  0.349
C: -0.892 1.017 0.061  -0.535
C: 0.419 0.170 -0.073  0.526
C: 1.888 0.205 0.145  -0.345
O: 1.298 0.642 -1.069  -0.478
C: -0.392 -1.134 -0.037  -0.595
H: -1.132 1.737 0.848  0.332
H: -1.042 1.523 -0.907  0.233
H: 2.360 0.878 0.856  0.225
H: 2.513 -0.673 -0.066  0.248
H: -0.269 -1.881 -0.820  0.363
H: -0.245 -1.597 0.951  0.230



No. 2
Computed, not measured: a 5-piece molecular cluster, C12H34O13S4 overall, with ωB97M-V with the def2-TZVPD basis set.

The structure (SMILES) is CCOS(C)(=O)=O.CCOS(C)(=O)=O.CCOS(C)(=O)=O.CCOS(C)(=O)=O.O. The total energy comes out at -3048.39653 hartree. Its LUMO energy is 0.000 Eh. The calculation puts the energy above the lowest of the compared OMol25 structures with the same formula, charge and spin at 85.1 kJ/mol. The charge is 0.

Last column: Mulliken charge in e.
Geometry (Å):
O: 8.206 5.611 -24.505  -0.597
S: 7.155 6.529 -24.863  1.191
O: 5.873 6.447 -24.210  -0.619
O: 7.781 8.013 -24.846  -0.213
C: 6.879 9.132 -25.084  -0.325
C: 7.281 10.298 -24.211  -1.095
C: 6.919 6.409 -26.662  -1.006
H: 5.821 8.911 -24.921  0.403
H: 7.011 9.256 -26.163  0.352
H: 6.945 10.146 -23.190  0.273
H: 7.153 11.304 -24.599  0.414
H: 8.375 10.191 -24.239  0.189
H: 6.061 7.011 -26.949  0.321
H: 6.866 5.351 -26.898  0.403
H: 7.813 6.841 -27.108  0.317
O: 8.648 12.897 -16.256  -0.644
S: 8.326 13.768 -17.373  1.198
O: 7.360 14.829 -17.212  -0.618
O: 9.766 14.420 -17.843  -0.381
C: 9.725 15.736 -18.398  -0.224
C: 9.258 15.802 -19.848  -0.742
C: 7.974 12.762 -18.799  -0.726
H: 10.766 16.071 -18.441  0.231
H: 9.171 16.399 -17.734  0.334
H: 8.167 15.863 -19.880  0.464
H: 9.519 14.982 -20.519  0.091
H: 9.762 16.693 -20.228  0.217
H: 8.670 11.932 -18.723  0.154
H: 7.990 13.264 -19.762  0.292
H: 6.939 12.429 -18.703  0.375
O: 9.799 8.848 -22.148  -0.606
S: 9.434 8.899 -20.744  1.283
O: 8.142 9.415 -20.308  -0.641
O: 9.623 7.404 -20.144  -0.311
C: 9.277 6.322 -21.042  0.123
C: 9.223 5.044 -20.194  -1.379
C: 10.752 9.592 -19.824  -0.985
H: 10.093 6.136 -21.732  0.196
H: 8.280 6.519 -21.422  0.276
H: 8.728 5.235 -19.238  0.349
H: 10.195 4.631 -19.921  0.330
H: 8.665 4.235 -20.666  0.369
H: 11.656 9.057 -20.104  0.349
H: 10.573 9.452 -18.762  0.350
H: 10.839 10.635 -20.131  0.297
O: 12.872 19.497 -22.303  -0.636
S: 12.209 18.259 -21.964  1.117
O: 10.783 18.155 -21.728  -0.610
O: 12.647 17.237 -23.132  -0.303
C: 11.772 16.170 -23.465  -0.051
C: 12.333 15.534 -24.762  -1.347
C: 12.984 17.431 -20.587  -0.772
H: 10.750 16.497 -23.637  0.349
H: 11.837 15.363 -22.725  0.247
H: 13.339 15.159 -24.607  0.353
H: 12.354 16.314 -25.525  0.357
H: 11.604 14.794 -25.092  0.384
H: 14.030 17.204 -20.749  0.365
H: 12.365 16.565 -20.353  0.126
H: 12.831 18.081 -19.722  0.378
O: 9.911 12.447 -22.147  -0.511
H: 10.126 11.572 -22.501  0.265
H: 10.215 13.066 -22.821  0.263



No. 3
Computed, not measured: a single CH5N3O molecule, with ωB97M-V with the def2-TZVPD basis set.

The structure (SMILES) is N/N=C\NO. The total energy comes out at -280.45911 hartree. Its LUMO energy is 0.033 Eh. The calculation puts the energy above the lowest of the compared OMol25 structures with the same formula, charge and spin at 381.7 kJ/mol. The charge is 0.

Last column: Mulliken charge in e.
Geometry (Å):
C: 0.015 0.841 0.211  0.014
H: 1.378 -1.292 0.718  0.237
H: 2.773 -0.795 -0.448  0.248
H: -0.499 1.828 0.288  0.346
H: -0.232 -0.849 -0.130  0.479
H: -2.718 -0.314 0.148  0.329
N: 1.695 -0.662 -0.092  -0.538
N: 1.213 0.730 -0.224  -0.290
N: -0.765 -0.313 0.528  -0.392
O: -1.974 -0.238 -0.416  -0.433



- Which of these has the highest energy above the lowest of the compared OMol25 structures with the same formula, charge and spin?
  CH5N3O



- Look up the charge of the second one.
  0